A cluster of 11 separate species, C37H60BrCl20N2OPS in total at a distorted geometry, computed with ωB97M-V/def2-TZVPD.

The geometry in XYZ format:
```
123
Properties=species:S:1:pos:R:3:forces:R:3:mulliken_charge:R:1
Br 2.3077 -3.3741 -2.8175 0.369 0.714 0.153 -0.18
Cl -4.5406 1.5166 3.3635 -0.203 -0.048 0.214 -0.01
Cl -5.1910 4.7816 4.0739 0.065 0.004 -0.019 -0.20
Cl -10.9478 -0.3798 1.0920 -0.016 0.031 0.009 -0.19
Cl -8.3551 2.4453 -3.8925 0.091 0.013 -0.076 -0.09
Cl 0.1350 -4.8566 7.9025 -0.031 0.026 -0.015 -0.18
Cl -1.4835 -0.7059 5.7706 0.010 -0.002 -0.039 -0.08
Cl 7.9650 -4.3975 -1.4730 0.030 0.052 0.037 -0.15
Cl 6.5937 -1.5278 -4.2500 -0.022 -0.048 0.009 -0.14
Cl -5.3094 3.2390 -5.2315 -0.003 0.053 -0.055 -0.16
Cl -2.2930 -2.9118 9.2914 0.359 -0.295 0.517 -0.20
Cl -0.7004 1.4565 -4.3823 -0.265 -0.099 -0.526 -0.03
Cl -8.9193 1.7165 -0.6729 -0.045 0.021 0.101 -0.19
Cl 8.8219 -1.4737 -6.8309 -0.024 -0.015 -0.029 -0.19
Cl -5.2194 2.2046 -0.2265 0.055 -0.031 0.144 -0.04
Cl -4.8391 -1.2765 5.9587 -0.044 0.008 -0.056 -0.18
Cl 7.0893 2.1828 -1.6641 0.061 0.024 -0.054 -0.18
Cl -3.3005 4.3684 -2.0108 -0.369 0.140 -0.184 -0.19
Cl 6.1203 -6.7398 0.1798 0.497 -0.369 -0.197 -0.25
Cl 2.4098 2.1644 -5.5609 -0.005 -0.014 0.084 -0.18
Cl 5.4418 0.2738 0.6546 0.213 0.266 0.138 0.00
S -1.1061 -0.0496 1.1927 1.046 0.271 -0.455 -0.24
P 4.4360 -3.5355 0.5446 -0.193 -1.322 -1.855 0.61
O 5.7648 -2.6926 1.1718 -0.823 -0.695 0.355 -0.49
N 0.5018 -0.2216 -1.4076 -0.359 -0.199 1.071 0.42
N 4.0328 -4.9017 1.5645 0.317 2.016 0.390 -0.47
C -3.5373 2.6347 -2.3352 0.105 -0.260 -0.042 0.14
C -10.4350 -0.5613 -0.6049 0.022 -0.076 -0.158 -0.49
C 7.0563 1.0096 0.8138 0.004 -0.051 0.098 -0.70
C 2.2243 -2.4546 1.9945 -1.086 1.385 -2.372 -0.76
C -6.5640 2.2075 -5.9606 -0.099 -0.124 -0.147 -0.51
C -2.0624 2.8899 1.8106 -0.201 -0.693 -0.844 -0.32
C -0.2344 1.6927 -6.0853 -0.112 -0.078 -0.232 -0.62
C -7.9594 2.6762 -5.6172 -0.090 0.003 -0.116 -0.53
C 7.7618 -6.1128 -1.9177 -0.002 -0.179 -0.015 -0.46
C 0.9912 -1.7052 2.1735 1.228 -0.398 -1.734 -0.89
C 8.2457 -0.8646 -4.2243 0.144 0.100 0.120 -0.28
C -6.3613 3.5483 3.5372 -0.174 -0.099 -0.077 -0.29
C 1.1603 1.1807 -6.3645 -0.088 -0.125 -0.150 -0.44
C -2.6110 -0.0744 6.9974 -0.074 0.089 0.191 -0.52
C 6.3829 -6.6316 -1.5787 -0.091 0.034 -0.361 -0.41
C 3.1326 -1.8253 -1.8260 0.143 1.287 0.067 -0.90
C -4.9339 2.1765 -1.9850 -0.026 0.038 -0.187 -0.56
C -1.2281 2.9969 3.1510 -0.644 0.101 -0.348 -0.71
C -0.7961 3.8847 -0.3117 0.862 -2.168 -0.404 -0.90
C -9.0300 -0.0524 -0.8342 0.065 -0.158 -0.073 -0.36
C 0.4428 2.2837 -1.8626 -0.633 0.023 1.880 -0.31
C -0.7147 1.4184 0.1615 0.984 0.027 -1.398 0.58
C 2.8769 -2.4708 0.6641 -0.829 1.012 2.075 0.84
C -6.0308 2.1762 4.0787 -0.187 -0.057 0.081 -0.61
C 3.6763 0.7875 -1.9769 -0.471 0.303 -0.796 -0.60
C 3.1617 -0.5024 -2.7155 0.290 -0.814 -0.902 0.05
C -1.1733 2.7512 0.5240 0.548 -0.077 -0.577 0.98
C -0.7156 -3.3298 10.0083 0.217 -0.056 0.200 -0.50
C 0.3712 -3.4459 8.9634 0.068 0.104 0.036 -0.42
C 8.6362 -0.2496 -5.5488 0.030 0.143 0.111 -0.46
C 1.0985 -0.9566 -0.3076 1.369 -1.552 2.113 -0.73
C 7.1605 2.3446 0.1103 0.081 0.030 0.258 -0.46
C 0.0909 1.1172 -1.0426 -1.116 3.489 0.817 -0.55
C 2.3464 -1.7181 -0.4909 -0.214 -0.314 1.800 -0.17
C 0.0098 3.6397 -1.5000 -0.274 -1.470 0.949 -1.00
C 0.4553 -0.9984 1.0220 0.967 0.099 -0.738 0.96
C -3.7123 -1.0576 7.3220 -0.053 -0.029 -0.005 -0.30
H -2.0228 0.1279 7.8934 -0.048 -0.096 -0.018 0.36
H 3.8910 -0.6906 -3.5814 -0.985 0.063 1.207 0.39
H -11.1564 -0.0398 -1.2329 0.076 0.049 0.100 0.31
H -7.3405 3.8626 3.8994 0.061 -0.048 0.044 0.36
H -0.1636 2.7209 2.9478 -0.876 0.235 0.386 0.36
H 2.1558 -0.3827 -3.1999 0.966 0.137 0.718 0.07
H 8.1181 2.8111 0.3443 -0.016 -0.079 -0.020 0.37
H -2.7258 1.9567 1.8114 1.046 1.415 0.074 -0.36
H -0.9576 1.1467 -6.6923 0.101 -0.031 -0.003 0.32
H -6.3937 1.1822 -5.6329 -0.019 0.107 0.073 0.29
H -0.3268 2.7534 -6.3171 0.068 -0.056 0.106 0.30
H 6.3656 3.0225 0.4191 -0.024 -0.121 -0.099 0.33
H 8.9271 -1.6655 -3.9378 -0.089 -0.008 -0.106 0.32
H 6.2574 -7.6377 -1.9801 0.094 0.032 0.064 0.39
H 4.2031 -2.1360 -1.6756 -1.290 0.097 0.149 0.49
H -6.8344 1.4797 3.8362 0.020 0.084 -0.053 0.31
H 0.3002 4.4970 -2.1585 -0.301 -0.966 0.688 0.29
H 3.3065 0.9087 -0.9295 0.342 -0.266 -0.865 0.22
H -8.3225 -0.5002 -0.1367 -0.091 0.091 0.024 0.32
H 4.7915 0.8580 -2.0298 -1.087 -0.247 0.326 -0.15
H 1.3383 -3.5745 9.4501 -0.089 -0.020 0.049 0.33
H -2.7868 3.7480 1.7040 0.853 -0.795 0.031 0.45
H 9.5979 0.2549 -5.4524 -0.028 -0.074 0.047 0.32
H 6.5388 -3.1466 0.7818 -0.527 0.313 0.146 0.28
H 0.4196 -2.5560 8.3358 -0.099 -0.088 -0.001 0.29
H -0.8332 -4.2562 10.5694 -0.033 0.023 -0.137 0.35
H -1.1205 4.9141 -0.0185 0.331 -1.140 -0.406 0.42
H -8.7095 -0.2978 -1.8480 -0.094 0.032 0.018 0.26
H -10.4848 -1.6254 -0.8376 0.075 0.044 0.037 0.33
H -3.3074 -2.0346 7.5894 -0.273 0.430 -0.546 0.12
H -5.9097 2.1898 5.1617 0.064 0.046 -0.088 0.33
H -3.0126 0.8711 6.6328 0.011 -0.118 -0.090 0.27
H -6.3819 3.5541 2.4474 0.108 -0.016 0.074 0.15
H 2.6758 -3.0119 2.8415 -0.472 0.511 -0.740 0.15
H -0.3036 -0.7902 -1.7033 0.214 0.496 -0.091 0.39
H -8.0946 3.7309 -5.8543 0.074 -0.058 0.086 0.33
H 8.5400 -6.6857 -1.4145 -0.080 0.092 0.047 0.33
H -3.3515 2.4842 -3.3981 -0.069 0.007 0.077 0.22
H -0.4675 -2.5349 10.7126 0.000 0.003 -0.099 0.30
H -1.6820 2.3021 3.9126 0.641 0.745 -0.656 -0.05
H -2.7818 2.0804 -1.7747 -0.030 0.134 0.073 -0.13
H 5.6014 -5.9979 -1.9987 0.064 0.067 0.162 0.23
H 7.8995 0.4800 -5.8833 -0.014 -0.132 0.016 0.33
H 3.2888 1.6785 -2.5515 0.374 -0.867 0.535 0.18
H -1.3059 4.0562 3.5285 0.320 -1.129 -0.258 0.32
H -5.6926 2.7941 -2.4628 0.073 0.006 0.124 0.23
H 4.6253 -5.6982 1.3210 -0.387 0.659 0.301 0.17
H -8.6913 2.1013 -6.1853 0.090 -0.023 0.009 0.31
H 4.1158 -4.6456 2.5547 -0.127 -0.598 -0.256 0.25
H 1.2805 0.1479 -6.0374 -0.006 0.109 0.090 0.29
H 0.4792 -1.7017 3.1629 0.368 0.170 -1.026 0.34
H 1.0610 2.0976 -2.7649 -0.481 0.380 0.957 0.57
H 8.2683 -0.1032 -3.4429 -0.037 0.023 -0.092 0.10
H -4.3013 -0.6892 8.1630 0.059 0.056 -0.044 0.39
H -6.4177 2.2485 -7.0406 -0.056 0.050 0.057 0.36
H 1.3621 1.2245 -7.4354 -0.044 0.066 0.056 0.38
H 7.7896 0.2995 0.4314 -0.085 0.052 -0.045 0.27
H 7.9275 -6.1816 -2.9930 -0.101 0.041 0.040 0.30
H 7.2356 1.1427 1.8815 -0.001 0.081 -0.069 0.36
H -5.0781 1.1462 -2.3142 0.087 0.031 0.032 0.30
```
Positions in Å, forces in eV/Å.

Output
Frontier orbital gap = 7.958 eV
Strongest force on any atom = 0.0730 hartree/bohr
SMILES = CCc1cccc2c1Sc1ccc(P(N)O)c([C@@H](Br)CC)c1N2.ClCCCl.ClCCCl.ClCCCl.ClCCCl.ClCCCl.ClCCCl.ClCCCl.ClCCCl.ClCCCl.ClCCCl
E_LUMO = 0.41 eV



A structure of composition C5H14O2S2Si at a distorted geometry, computed with ωB97M-V/def2-TZVPD.

The geometry in XYZ format:
```
24
Properties=species:S:1:pos:R:3:forces:R:3:lowdin_spin:R:1
S -0.9659 2.8107 0.8662 -0.903 -0.477 -2.078 0.16
S -2.1529 1.6677 -1.5989 0.701 -2.795 -0.704 0.24
Si -1.2361 -0.3115 0.3675 1.563 -0.449 0.561 0.11
O 0.0428 -0.2459 1.3953 0.970 0.622 -0.788 0.00
O -0.8536 -1.6041 -0.5929 -1.790 0.384 -1.087 0.00
C -1.0341 1.3851 -0.3174 -4.954 0.235 3.190 0.54
C -1.7862 -2.5241 -1.2859 1.970 1.852 -0.484 0.00
C 1.8442 2.2676 -0.6922 -1.993 -1.252 1.256 0.10
C 0.7109 1.5676 -1.3176 2.761 -0.084 -3.877 0.66
C 0.4653 -1.3150 2.2008 -1.212 2.285 0.439 0.00
H -2.3971 -0.7398 1.1330 -0.743 0.097 0.053 0.02
H -0.2640 2.3365 1.8563 0.667 -0.797 0.609 0.01
H -2.5336 2.8392 -1.3641 -0.997 2.851 0.683 0.03
H 2.0900 3.1306 -1.1903 0.548 2.282 -1.089 0.01
H 0.1154 1.9799 -2.1292 0.812 0.791 0.200 0.03
H 0.2006 -2.2204 1.8219 -0.453 -2.748 -1.270 0.00
H -1.0768 -3.0926 -1.7960 0.972 -1.100 -1.420 0.00
H 1.5128 2.5095 0.3263 0.663 0.152 0.014 0.03
H -0.0935 -1.1240 3.0501 -1.241 -0.484 2.367 0.00
H 2.6809 1.6496 -0.6362 1.554 -1.098 0.244 0.01
H 1.4410 -1.2880 2.5656 2.083 0.345 -0.326 0.00
H -2.1324 -3.2026 -0.5931 -1.656 -1.061 1.678 0.00
H -2.5007 -2.1678 -2.0527 0.226 0.501 0.974 0.00
H 0.6880 0.4984 -1.5299 0.449 -0.053 0.855 0.04
```
Positions in Å, forces in eV/Å.

Output
Frontier orbital gap (spin up / spin down) = 4.955 / 7.338 eV
Strongest force on any atom = 0.1147 hartree/bohr
Multiplicity = 3
E_LUMO (spin up / spin down) = 0.57 / -1.93 eV



A structure of composition H2NO4P at a distorted geometry, computed with ωB97M-V/def2-TZVPD.

The geometry in XYZ format:
```
8
Properties=species:S:1:pos:R:3:forces:R:3:nbo_charge:R:1
P -0.7507 -1.1979 1.3796 0.639 0.089 -1.122 1.46
O -0.7166 -0.3030 -0.6134 0.060 -0.225 0.261 -0.46
O 1.6737 2.2490 -0.1118 0.958 1.859 1.378 -0.95
O -2.0655 -1.0001 1.9314 -0.733 0.083 0.413 -0.98
O -1.3667 -2.1969 -1.4684 0.056 0.123 -0.063 -0.29
N -1.0238 -1.5256 -0.5524 0.017 -0.039 0.506 0.27
H 2.6141 2.4977 0.0717 -1.303 -0.677 -0.499 0.48
H 1.6356 1.4768 -0.6366 0.306 -1.213 -0.875 0.47
```
Positions in Å, forces in eV/Å.

Output
Frontier orbital gap = 9.812 eV
Strongest force on any atom = 0.0487 hartree/bohr
ΔE to the lowest compared entry with this formula, charge and spin = 2.910 eV
E_LUMO = -0.85 eV